{
  "formula": "C12H14AgClNO5",
  "method": "wB97M-V/def2-TZVPD",
  "e_homo_ev": -4.7581,
  "charge": -1,
  "lumo_ev": 2.65,
  "largest_force_ev_per_a": 3.6,
  "de_lowest_kj_mol": 0.0,
  "homo_lumo_gap_ev": 7.408,
  "symbols": ["Ag", "N", "C", "C", "C", "O", "O", "H", "H", "H", "H", "H", "H", "C", "C", "C", "C", "Cl", "C", "C", "C", "O", "C", "C", "O", "O", "H", "H", "H", "H", "H", "H", "H", "H"],
  "xyz": [[-0.905, -0.157, 2.942], [-2.087, 0.254, 0.782], [-3.553, 0.052, 0.710], [-4.158, -0.734, 1.877], [-3.944, -0.095, 3.262], [-4.916, 0.355, 3.871], [-2.749, -0.098, 3.779], [-1.803, 1.063, 0.217], [-1.521, -0.553, 0.444], [-3.794, -0.511, -0.252], [-4.013, 1.027, 0.772], [-3.771, -1.763, 1.865], [-5.232, -0.765, 1.584], [1.091, -1.310, -2.499], [1.805, -0.042, -2.129], [1.440, 1.147, -2.760], [2.117, 2.406, -2.456], [1.784, 3.824, -3.309], [2.927, 2.480, -1.333], [3.347, 1.287, -0.727], [2.756, 0.064, -1.092], [3.129, -1.128, -0.456], [2.630, -1.453, 0.841], [1.231, -1.106, 1.129], [1.096, -0.568, 2.279], [0.388, -1.349, 0.226], [0.468, -1.177, -3.358], [0.467, -1.590, -1.641], [1.866, -2.022, -2.733], [0.692, 1.129, -3.606], [3.067, 3.470, -0.920], [4.071, 1.274, 0.106], [3.266, -0.903, 1.598], [2.806, -2.509, 0.987]]
}

{
  "formula": "C12H14AlN2P",
  "method": "wB97M-V/def2-TZVPD",
  "e_homo_ev": -5.1892,
  "lumo_ev": -0.31,
  "largest_force_ev_per_a": 3.6,
  "de_lowest_kj_mol": 330.1,
  "homo_lumo_gap_ev": 4.875,
  "symbols": ["C", "C", "C", "C", "C", "Al", "P", "H", "H", "H", "H", "H", "H", "H", "H", "N", "C", "N", "C", "C", "C", "C", "C", "C", "H", "H", "H", "H", "H", "H"],
  "xyz": [[0.769, -0.569, -3.172], [0.436, -1.918, -3.064], [-0.716, -2.387, -2.336], [-1.722, -1.438, -1.904], [-1.620, -0.082, -2.268], [0.050, -0.626, -1.407], [0.676, 1.792, -1.880], [1.678, -0.118, -3.602], [1.061, -2.681, -3.559], [-0.829, -3.455, -2.147], [-2.386, 0.694, -2.163], [-2.556, -1.852, -1.306], [-0.361, 2.755, -1.754], [1.178, 2.192, -3.145], [1.686, 2.354, -1.055], [1.808, -0.796, 2.147], [1.658, -1.094, 0.848], [0.501, -0.582, 0.401], [-0.113, 0.119, 1.463], [-1.183, 1.015, 1.460], [-1.480, 1.651, 2.682], [-0.694, 1.399, 3.826], [0.428, 0.567, 3.780], [0.693, -0.048, 2.575], [2.621, -1.047, 2.706], [2.360, -1.633, 0.221], [-1.723, 1.213, 0.524], [-2.325, 2.341, 2.748], [-0.979, 1.879, 4.758], [1.083, 0.356, 4.624]]
}

{
  "formula": "C12H14BBeF3N6O2",
  "method": "wB97M-V/def2-TZVPD",
  "e_homo_ev": [-16.0735, -15.9764],
  "charge": 2,
  "lumo_ev": [-11.70, -11.94],
  "largest_force_ev_per_a": 6.2,
  "homo_lumo_gap_ev": [4.371, 4.040],
  "symbols": ["C", "N", "N", "C", "C", "B", "N", "N", "C", "C", "C", "Be", "N", "N", "C", "C", "C", "H", "H", "H", "H", "H", "H", "H", "H", "H", "H", "H", "C", "H", "H", "H", "F", "C", "F", "F", "C", "O", "O"],
  "xyz": [[3.260, 0.301, -0.214], [1.975, 0.369, -0.594], [1.930, 0.124, -1.952], [3.197, -0.070, -2.404], [4.079, 0.031, -1.329], [0.595, 0.175, -2.805], [-0.465, -0.970, -2.528], [-1.184, -1.073, -1.355], [-2.024, -2.112, -1.485], [-1.879, -2.690, -2.763], [-0.888, -1.935, -3.387], [0.000, 0.000, 0.000], [-0.096, 1.525, -2.496], [-0.494, 1.724, -1.216], [-1.064, 2.938, -1.153], [-1.034, 3.543, -2.428], [-0.408, 2.608, -3.254], [-1.461, 3.309, -0.208], [-0.164, 2.632, -4.315], [-1.414, 4.524, -2.708], [0.909, 0.104, -3.973], [-0.455, -2.008, -4.384], [3.378, -0.258, -3.462], [-2.429, -3.534, -3.178], [5.164, -0.066, -1.351], [-2.685, -2.381, -0.661], [3.524, 0.454, 0.833], [-1.762, -0.680, 1.772], [-1.973, -1.453, 2.529], [-2.827, -2.066, 2.199], [-1.086, -2.095, 2.655], [-2.217, -0.970, 3.489], [1.194, 2.813, 4.042], [0.344, 1.798, 3.641], [0.625, 0.660, 4.375], [-0.963, 2.178, 3.876], [0.528, 1.504, 2.186], [1.415, 2.167, 1.482], [-0.190, 0.554, 1.629]]
}

{
  "formula": "C12H14BCl3NOS2",
  "method": "wB97M-V/def2-TZVPD",
  "e_homo_ev": -3.3729,
  "charge": -1,
  "lumo_ev": 0.95,
  "largest_force_ev_per_a": 1.8,
  "de_lowest_kj_mol": 10.9,
  "homo_lumo_gap_ev": 4.324,
  "symbols": ["Cl", "B", "Cl", "Cl", "O", "C", "C", "C", "C", "C", "C", "C", "H", "H", "H", "H", "H", "H", "C", "C", "C", "N", "C", "S", "S", "C", "H", "H", "H", "H", "H", "H", "H", "H"],
  "xyz": [[2.674, -1.891, 0.636], [1.902, -0.216, 0.700], [2.408, 0.771, 2.205], [2.239, 0.808, -0.826], [0.407, -0.496, 0.795], [-0.512, 0.378, 0.864], [-1.896, -0.012, 0.816], [-2.850, 1.025, 0.805], [-4.207, 0.729, 0.762], [-4.622, -0.613, 0.726], [-3.674, -1.648, 0.718], [-2.315, -1.368, 0.753], [-0.263, 1.446, 0.927], [-2.487, 2.048, 0.837], [-4.935, 1.542, 0.753], [-5.687, -0.841, 0.700], [-4.018, -2.688, 0.680], [-1.564, -2.153, 0.737], [-4.299, -0.717, 6.791], [-4.365, 0.817, 6.742], [-3.151, 1.271, 5.907], [-2.289, 0.108, 5.860], [-1.085, 0.118, 5.200], [-0.668, 1.494, 4.328], [-0.131, -1.261, 5.295], [-2.837, -1.088, 6.470], [-4.612, -1.125, 7.753], [-4.932, -1.143, 6.006], [-5.296, 1.185, 6.309], [-4.258, 1.227, 7.751], [-3.448, 1.576, 4.886], [-2.645, 2.141, 6.359], [-2.282, -1.345, 7.393], [-2.765, -1.964, 5.806]]
}

{
  "formula": "C12H14BF4N4O8P2V",
  "method": "wB97M-V/def2-TZVPD",
  "e_homo_ev": -10.3917,
  "lumo_ev": -2.59,
  "largest_force_ev_per_a": 4.1,
  "de_lowest_kj_mol": 170.3,
  "homo_lumo_gap_ev": 7.800,
  "symbols": ["V", "C", "N", "C", "C", "C", "C", "C", "C", "C", "C", "H", "H", "H", "H", "H", "H", "H", "H", "H", "H", "H", "H", "O", "P", "O", "O", "O", "P", "O", "O", "O", "H", "H", "O", "N", "C", "C", "N", "C", "N", "F", "B", "F", "F", "F"],
  "xyz": [[-0.347, 0.014, -0.304], [-2.963, -1.179, 1.091], [-1.503, -1.239, 1.283], [-1.200, -0.809, 2.656], [-1.034, -2.616, 1.032], [-1.154, -2.833, -0.448], [-1.597, -4.008, -1.036], [-1.784, -4.062, -2.411], [-1.556, -2.936, -3.188], [-1.084, -1.767, -2.607], [-0.868, -1.726, -1.240], [-3.462, -1.824, 1.821], [-3.225, -1.502, 0.086], [-3.307, -0.156, 1.225], [-1.808, -1.373, 3.370], [-1.425, 0.250, 2.762], [-0.149, -0.978, 2.881], [-1.624, -3.339, 1.605], [0.011, -2.695, 1.337], [-1.819, -4.868, -0.417], [-2.141, -4.975, -2.868], [-1.743, -2.961, -4.253], [-0.929, -0.884, -3.217], [2.166, 0.455, 2.621], [2.261, 0.145, 1.073], [3.430, -0.591, 0.627], [0.894, -0.537, 0.714], [2.183, 1.612, 0.395], [0.862, 2.574, 0.535], [1.424, 3.793, 1.352], [0.643, 3.053, -0.903], [-0.132, 1.828, 1.350], [1.423, 1.047, 2.829], [1.992, 4.390, 0.841], [0.727, 0.244, -1.566], [1.769, -0.282, -2.123], [2.909, 0.253, -2.317], [3.940, -0.583, -2.865], [4.808, -1.200, -3.290], [3.314, 1.620, -2.098], [3.686, 2.703, -2.040], [-1.685, 3.484, -0.775], [-0.642, 3.373, -1.690], [-1.859, 0.545, -0.546], [-0.428, 4.539, -2.368], [-0.870, 2.318, -2.592]]
}

{
  "formula": "C12H14ClIN2Sr",
  "method": "wB97M-V/def2-TZVPD",
  "e_homo_ev": -7.8051,
  "lumo_ev": -0.83,
  "largest_force_ev_per_a": 1.2,
  "homo_lumo_gap_ev": 6.975,
  "symbols": ["C", "C", "H", "H", "H", "H", "H", "H", "C", "C", "C", "C", "H", "H", "H", "H", "N", "C", "C", "N", "C", "C", "C", "H", "H", "C", "H", "H", "Sr", "I", "Cl"],
  "xyz": [[0.124, -4.028, 3.910], [-1.178, -3.419, 4.459], [-0.088, -4.799, 3.156], [0.648, -4.548, 4.730], [0.832, -3.312, 3.469], [-1.711, -2.791, 3.744], [-1.843, -4.251, 4.736], [-0.993, -2.857, 5.381], [2.154, -0.524, -1.957], [2.528, -0.401, -3.306], [1.823, 0.492, -4.107], [0.787, 1.234, -3.519], [2.690, -1.186, -1.273], [3.345, -0.998, -3.706], [2.056, 0.630, -5.163], [0.220, 1.945, -4.109], [1.134, 0.144, -1.394], [0.465, 1.050, -2.148], [-0.602, 1.827, -1.454], [-0.815, 1.551, -0.141], [-1.718, 2.265, 0.549], [-2.361, 3.516, -1.400], [-2.531, 3.250, -0.040], [-1.785, 2.026, 1.616], [-3.269, 3.781, 0.554], [-1.383, 2.805, -2.108], [-1.214, 2.981, -3.162], [-2.964, 4.261, -1.917], [0.682, -0.154, 1.398], [2.844, -2.459, 1.685], [2.123, 1.970, 1.520]]
}

{
  "formula": "C12H14F8N2O2",
  "method": "wB97M-V/def2-TZVPD",
  "e_homo_ev": -9.4348,
  "lumo_ev": 0.18,
  "largest_force_ev_per_a": 15.6,
  "homo_lumo_gap_ev": 9.612,
  "symbols": ["O", "C", "N", "H", "C", "C", "C", "H", "H", "C", "N", "C", "O", "C", "F", "F", "C", "F", "F", "H", "H", "C", "C", "H", "H", "H", "H", "H", "H", "H", "H", "C", "F", "F", "C", "F", "F", "H"],
  "xyz": [[-2.754, -1.485, 0.174], [-2.323, -2.576, -0.442], [-0.982, -2.942, -0.624], [-0.769, -3.664, -1.145], [0.166, -1.855, -0.538], [0.195, -1.493, 1.193], [1.071, -0.239, 1.525], [2.235, -0.668, 0.914], [1.452, -0.327, 2.486], [0.548, 0.867, 0.854], [1.799, 1.699, 0.651], [2.129, 2.882, 1.153], [1.354, 3.376, 1.931], [3.159, 3.632, 0.625], [3.557, 3.211, -0.795], [4.206, 3.616, 1.405], [2.657, 5.269, 0.441], [1.629, 5.439, -0.197], [3.792, 5.751, -0.064], [2.586, 5.586, 1.653], [2.285, 1.515, -0.377], [-0.297, 0.679, -0.098], [0.189, -0.631, -1.011], [-0.530, -0.646, -1.815], [1.390, -0.554, -1.581], [-1.371, 0.303, 0.057], [-0.490, 1.589, -1.040], [0.117, 1.277, 1.743], [0.543, -2.373, 1.808], [-0.846, -1.334, 1.580], [1.155, -2.552, -0.557], [-3.139, -3.562, -1.000], [-2.620, -4.549, -1.615], [-3.770, -4.131, 0.085], [-4.377, -2.817, -1.704], [-3.772, -2.277, -2.518], [-5.094, -3.856, -2.372], [-5.080, -2.155, -0.788]]
}